Version a
{
  "formula": "C2NO4",
  "method": "the ωB97M-V functional and the def2-TZVPD basis",
  "mol_weight_g_mol": 102.0,
  "lumo_energy_ev": 4.191,
  "charge": -1,
  "e_homo_ev": -5.661,
  "gap_ev": 9.852,
  "smiles": "N#COOC(=O)[O-]",
  "symbols": ["N", "C", "O", "O", "C", "O", "O"],
  "coordinates": [[1.90704, -0.93801, 0.43233], [1.20564, -0.70390, -0.44407], [0.41593, -0.36430, -1.37967], [-0.30898, 0.76818, -0.91309], [-0.95279, 0.45285, 0.52942], [-1.24560, 1.50667, 1.01820], [-1.02125, -0.72150, 0.75688]],
  "nbo_charge": [-0.47, 0.56, -0.28, -0.36, 0.95, -0.70, -0.70]
}



Version b
{
  "formula": "C2NO4",
  "method": "the ωB97M-V functional and the def2-TZVPD basis",
  "mol_weight_g_mol": 102.0,
  "lumo_energy_ev": 4.224,
  "charge": -1,
  "e_homo_ev": -4.771,
  "gap_ev": 8.995,
  "symbols": ["C", "C", "N", "O", "O", "O", "O"],
  "coordinates": [[1.16057, -0.32649, -0.01117], [-1.06382, -0.20943, -0.00574], [0.07228, -0.95921, -0.05775], [2.33376, -0.42250, 0.04391], [-2.20117, -0.61513, 0.03802], [0.52420, 1.41154, -0.01171], [-0.82581, 1.12123, 0.00444]],
  "nbo_charge": [0.88, 0.84, -0.71, -0.60, -0.66, -0.45, -0.28]
}



The relative energies come out as version a 118.3; version b 0.0, with values in kJ/mol.